Record 1
{
  "formula": "C5H4OTl",
  "method": "wB97M-V/def2-TZVPD",
  "species": ["Tl", "O", "C", "C", "C", "C", "C", "H", "H", "H", "H"],
  "coordinates": [[1.330, 2.291, -0.862], [2.421, -2.025, -0.463], [-2.409, -0.772, -0.314], [0.536, -0.562, 0.141], [1.485, -1.404, -0.146], [-1.899, 0.413, 0.467], [-0.746, -0.271, 0.123], [-2.181, -1.845, -0.285], [-3.242, 0.214, 0.495], [-2.111, 1.481, 0.406], [-3.340, -0.953, -0.862]],
  "orbital_gap_ev": [5.945, 6.015],
  "largest_force_ev_per_a": 4.9,
  "e_homo_ev": [-10.73, -10.80],
  "relative_energy_kj_mol": 519.8,
  "lumo_ev": [-4.8, -4.8],
  "e_tot_ha": -440.033957,
  "total_charge": 1
}



Record 2
{
  "formula": "C5H4S",
  "method": "wB97M-V/def2-TZVPD",
  "species": ["S", "C", "C", "C", "C", "C", "H", "H", "H", "H"],
  "coordinates": [[2.770, -0.232, -0.084], [-2.549, -0.631, 0.123], [1.264, 0.640, 0.076], [-0.060, 0.114, -0.033], [-1.215, -0.154, 0.197], [-3.391, 0.435, -0.167], [-2.895, -1.813, 0.099], [-4.464, 0.097, -0.297], [1.460, 1.656, 0.717], [-2.713, 1.354, -0.352]],
  "orbital_gap_ev": 7.471,
  "largest_force_ev_per_a": 4.2,
  "e_homo_ev": -8.82,
  "relative_energy_kj_mol": 325.1,
  "smiles": "C=CC#CC=S",
  "lumo_ev": -1.3,
  "e_tot_ha": -590.927653,
  "total_charge": 0
}



Record 3
{
  "formula": "C5H5Br2ClFO7PS2Tl",
  "method": "wB97M-V/def2-TZVPD",
  "species": ["Tl", "Br", "Br", "Cl", "S", "S", "P", "F", "O", "O", "O", "O", "O", "O", "O", "C", "C", "C", "C", "C", "H", "H", "H", "H", "H"],
  "coordinates": [[1.090, -3.100, -3.732], [1.391, 2.974, -0.633], [-1.318, 4.202, 0.965], [0.749, 0.660, -2.604], [-0.741, -2.071, -1.043], [2.691, -0.236, 0.243], [0.283, -0.840, 1.855], [2.977, 0.824, 1.452], [3.285, -1.531, 0.655], [0.830, -1.885, -0.514], [0.781, -2.228, 2.265], [-0.677, -2.630, -2.431], [3.354, 0.234, -0.985], [-1.125, -0.431, -1.293], [-1.543, -2.800, -0.069], [-1.288, 2.384, 0.302], [-0.143, 1.807, -0.391], [-2.561, 1.551, 0.540], [0.013, 0.345, -0.941], [0.868, -0.559, 0.039], [-2.402, 0.583, 1.079], [-3.346, 2.194, 1.012], [0.931, 0.112, 2.710], [-1.136, -0.841, 2.007], [-2.961, 1.279, -0.488]],
  "orbital_gap_ev": 3.088,
  "largest_force_ev_per_a": 8.6,
  "e_homo_ev": -20.19,
  "lumo_ev": -17.1,
  "e_tot_ha": -7736.978806,
  "total_charge": 3
}



Record 4
{
  "formula": "C5H5BrF4O4S",
  "method": "wB97M-V/def2-TZVPD",
  "species": ["Br", "S", "F", "F", "F", "F", "O", "O", "O", "O", "C", "C", "C", "C", "C", "H", "H", "H", "H", "H"],
  "coordinates": [[3.379, 1.356, -1.193], [-0.271, 1.240, -2.204], [0.806, 0.757, -3.277], [0.700, 3.474, -0.241], [-1.027, 2.447, 0.562], [0.968, 2.137, 1.394], [-1.337, 0.317, -2.190], [0.515, -1.185, -1.005], [0.417, -0.479, 1.068], [-0.406, 2.610, -2.438], [0.142, -1.780, 1.596], [0.289, 2.269, 0.269], [-1.225, -2.392, 1.229], [0.483, -0.312, -0.190], [0.505, 1.115, -0.642], [-1.268, -2.761, 0.179], [0.867, -2.330, 1.112], [-1.641, -3.032, 2.006], [-2.025, -1.610, 1.353], [0.129, -1.841, 2.611]],
  "orbital_gap_ev": [6.568, 6.562],
  "largest_force_ev_per_a": 3.8,
  "e_homo_ev": [-11.16, -11.15],
  "lumo_ev": [-4.6, -4.6],
  "e_tot_ha": -3866.015485,
  "total_charge": 0
}



Record 5
{
  "formula": "C5H5BrN",
  "method": "wB97M-V/def2-TZVPD",
  "species": ["Br", "N", "C", "C", "C", "C", "C", "H", "H", "H", "H", "H"],
  "coordinates": [[-3.041, -0.208, 1.251], [-0.588, -1.865, 0.266], [1.113, -0.538, -0.427], [-1.073, -0.703, 0.246], [0.732, -1.852, -0.295], [-0.075, 0.226, -0.180], [-0.102, 1.620, -0.077], [0.718, 2.006, -0.701], [0.146, 2.039, 1.094], [2.016, 0.033, -0.638], [1.283, -2.847, -0.347], [-1.127, 2.089, -0.192]],
  "orbital_gap_ev": [6.276, 6.280],
  "largest_force_ev_per_a": 5.6,
  "e_homo_ev": [-14.81, -14.81],
  "relative_energy_kj_mol": 455.7,
  "smiles": "CC1=CC=[N+]=C1Br",
  "lumo_ev": [-8.5, -8.5],
  "e_tot_ha": -2821.840524,
  "total_charge": 1
}



Record 6
{
  "formula": "C5H5BrN2O6S",
  "method": "wB97M-V/def2-TZVPD",
  "species": ["Br", "S", "O", "O", "O", "O", "O", "O", "N", "N", "C", "C", "C", "C", "C", "H", "H", "H", "H", "H"],
  "coordinates": [[1.028, 2.192, -2.045], [0.521, 1.694, 1.082], [-2.740, -1.659, -0.039], [2.263, -0.553, 0.489], [1.771, 2.046, 1.655], [-1.804, -1.868, 1.924], [2.974, 0.130, -1.429], [-0.466, 2.701, 0.815], [-1.913, -1.442, 0.784], [2.190, 0.102, -0.537], [-0.390, 0.306, 1.819], [0.938, 0.847, -0.563], [-0.540, -0.888, -1.941], [-0.862, -0.422, 0.572], [-0.357, -0.273, -0.642], [0.152, -0.442, 2.342], [-0.765, -0.128, -2.666], [-1.115, -1.806, -1.874], [-1.240, 0.747, 2.495], [0.353, -1.284, -2.240]],
  "orbital_gap_ev": 10.077,
  "largest_force_ev_per_a": 4.2,
  "e_homo_ev": -11.16,
  "relative_energy_kj_mol": 11.8,
  "smiles": "CC1=C([N+](=O)[O-])CS(=O)(=O)[C@@]1(Br)[N+](=O)[O-]",
  "lumo_ev": -1.1,
  "e_tot_ha": -3726.400128,
  "total_charge": 0
}